Density functional theory data (ωB97M-V/def2-TZVPD) for a 4-piece molecular cluster, C15H27ClNO8P overall.

- Net charge: 0
- Max |F|: 0.461 eV/Å
- Spin multiplicity: 1
- Gap between HOMO and LUMO: 9.14 eV
- Total energy: -2046.07910 hartree
- SMILES: C[C@H](O)COP(N)Cl.O=C1CCCO1.O=C1CCCO1.O=C1CCCO1

The geometry in XYZ format:
```
53
C15H27ClNO8P | the OMol25 dataset | ωB97M-V/def2-TZVPD
Cl 1.36290 2.77513 -0.11834
P 1.56978 1.80316 -1.99701
O 2.66158 3.03955 -5.42094
O -2.97854 -0.35097 1.59856
O 5.10515 1.59434 0.12321
O -1.83629 0.63013 -0.04517
O -2.90917 -2.75188 6.32249
O 2.48785 4.67550 -3.90407
O -3.55332 -3.66218 4.39228
O 2.95114 0.97284 -1.76565
N 0.54356 0.47767 -1.80328
C -3.35576 -2.73402 7.69043
C 0.69127 3.38126 -6.66565
C 5.35018 -0.40791 -1.27877
C -2.66490 -2.62675 1.07764
C 4.17036 1.68246 -2.09144
C 5.26788 1.12510 -1.20656
C -4.94240 -3.91671 6.39258
C 2.05846 2.70463 -6.68110
C -3.76453 -3.46133 5.55328
C -3.08238 -1.66847 2.18544
C 2.09851 4.16534 -4.91063
C 0.96696 4.61809 -5.81440
C -1.65215 -1.78477 0.30668
C -4.85286 -3.01934 7.62421
C -2.13194 -0.36624 0.55517
H 2.69868 3.08718 -7.47960
H 1.04325 -0.33802 -1.46620
H -3.10720 -1.76282 8.10975
H -2.27327 -3.56242 1.46860
H -5.86496 -3.81901 5.82716
H 2.01259 1.62061 -6.75195
H 4.77385 -0.80857 -2.11184
H 4.38569 1.55154 -3.15362
H -4.79133 -4.97096 6.63323
H 4.23811 1.29145 0.43587
H 6.21353 1.55421 -1.54282
H -4.10304 -1.80544 2.52736
H -3.51988 -2.85290 0.43892
H 6.38261 -0.74150 -1.37527
H 4.04355 2.74649 -1.87986
H -0.02993 2.73859 -6.15946
H -0.64389 -1.87253 0.71830
H -5.23553 -3.47059 8.53670
H -5.39806 -2.09159 7.44734
H -2.81111 -3.50780 8.23533
H 4.95617 -0.83793 -0.35799
H 1.32799 5.46131 -6.40629
H -1.61152 -1.98386 -0.76118
H -0.27282 0.65370 -1.21806
H 0.31662 3.59579 -7.66419
H 0.12294 4.94522 -5.21386
H -2.41438 -1.71479 3.04466
```

Density functional theory data (ωB97M-V/def2-TZVPD) for C24H39AsBN8OPd as an isolated structure at a distorted geometry.

- <S²>: 0.758
- Net charge: 0
- Energy above the lowest of the compared OMol25 structures with the same formula, charge and spin: 0.0 kJ/mol
- Max |F|: 1.483 eV/Å
- Spin multiplicity: 2
- Gap between HOMO and LUMO (spin up / spin down): 7.42 / 8.92 eV
- Total energy: -3839.75813 hartree

The geometry in XYZ format:
```
75
C24H39AsBN8OPd | the OMol25 dataset | ωB97M-V/def2-TZVPD
Pd -0.75302 0.23229 -1.55812
As 0.31856 -3.27813 0.93754
O -0.96412 -1.87647 -1.68332
N 1.77601 0.81548 -0.07220
N 1.91185 2.65896 1.55068
N -0.67064 2.26461 -1.18920
N 1.31098 0.12137 -1.12772
N 0.01843 0.99459 1.76698
N -0.77595 0.02729 1.24706
N 2.41123 2.27191 2.75147
N 0.01979 2.69081 -0.09731
C -2.30851 -2.26658 -2.05196
C 3.69647 3.91858 1.90403
C -1.42240 0.47605 3.35800
C -2.72500 -0.87441 -4.08577
C 3.09586 0.56447 0.08585
C -0.35940 1.28378 3.03570
C 2.15829 -1.39366 -2.87751
C 1.31210 -2.43939 2.36898
C -0.27219 -4.93093 1.82730
C -2.16819 3.19948 -2.92655
C 3.47140 3.03527 2.98232
C -1.12599 4.43155 -0.87555
C 2.69101 3.63122 1.01441
C -2.64994 0.13850 -1.81068
C -0.27566 3.99115 0.11771
C -3.08453 -1.05792 -2.59698
C 2.32692 -0.55527 -1.65299
C 1.77863 -4.04167 -0.13136
C 4.25354 2.88309 4.24610
C -1.34726 3.30183 -1.68494
C 3.49195 -0.31359 -0.90449
C -4.58497 -1.32418 -2.46505
C -2.70054 -1.31719 1.94588
C -1.64742 -0.29093 2.19536
B 0.91574 1.76907 0.80709
H 1.37697 -4.83663 -0.76121
H -5.15227 -0.49459 -2.89478
H 0.14755 4.51680 0.95614
H 0.46875 -5.31812 2.52502
H 1.62778 -1.46973 2.01586
H -1.96271 0.44104 4.29351
H -3.22218 0.00914 -4.49197
H 3.59314 2.89918 5.11430
H -0.46642 -5.67056 1.04478
H -2.27253 4.18339 -3.38505
H 4.47911 -0.71627 -1.07224
H -0.86151 -2.04275 -0.67771
H 0.65108 -2.27033 3.22073
H 3.64739 1.02271 0.89370
H 4.79517 1.93511 4.26027
H -1.70734 2.52361 -3.64233
H 4.98050 3.68753 4.35277
H -3.37938 0.79009 -1.33879
H -3.02069 -1.27855 0.90455
H 4.47574 4.65950 1.79688
H 2.58277 -4.43925 0.49055
H -1.52743 5.42533 -1.00943
H -2.34460 -2.32795 2.14661
H -4.87214 -1.42403 -1.41433
H -2.79613 -2.67775 -1.16410
H 2.01366 -0.76759 -3.75873
H -3.57419 -1.14060 2.57926
H 2.17383 -3.25828 -0.77589
H 1.28886 -2.04381 -2.79431
H -3.03431 -1.74695 -4.67295
H -1.65432 -0.73568 -4.21311
H -2.21394 -3.05832 -2.79857
H -3.16389 2.81227 -2.71238
H -4.88034 -2.23815 -2.99145
H -1.21553 -4.72325 2.33975
H 2.49329 4.03205 0.03265
H 0.17081 2.02760 3.61222
H 3.04508 -2.00652 -3.03898
H 2.18733 -3.02068 2.67804
```

Density functional theory data (ωB97M-V/def2-TZVPD) for a 2-piece molecular cluster, C4H10NO2 overall at a distorted geometry.

- Net charge: +1
- Energy above the lowest of the compared OMol25 structures with the same formula, charge and spin: 258.8 kJ/mol
- Max |F|: 5.336 eV/Å
- Spin multiplicity: 1
- Gap between HOMO and LUMO: 10.89 eV
- Total energy: -363.33709 hartree

The geometry in XYZ format:
```
17
C4H10NO2 | the OMol25 dataset | ωB97M-V/def2-TZVPD
O -1.27230 0.48138 0.69941
O 1.69553 -1.16778 -2.36666
N 0.30984 0.33087 -1.62383
C -0.50377 1.17720 1.73426
C -1.85713 1.60716 1.38305
C 0.82303 -1.57322 -0.20890
C 0.94767 -0.80268 -1.36059
H -0.39693 0.71718 -0.96712
H -0.24113 -1.59698 0.14205
H 2.08260 -1.99727 -2.03149
H -0.45020 0.41208 2.51325
H 0.48840 1.53617 1.38656
H 0.65844 0.83671 -2.50780
H 1.15192 -2.59759 -0.29572
H -2.71689 1.27294 2.07034
H -1.91209 2.41925 0.75771
H 1.19302 -1.05541 0.67548
```

Density functional theory data (ωB97M-V/def2-TZVPD) for a 2-piece molecular cluster, C4H13NO2 overall at a distorted geometry.

- Net charge: 0
- Energy above the lowest of the compared OMol25 structures with the same formula, charge and spin: 190.3 kJ/mol
- Max |F|: 4.736 eV/Å
- Spin multiplicity: 1
- Gap between HOMO and LUMO: 10.47 eV
- Total energy: -365.37001 hartree
- SMILES: C[C@H](N)[C@@H](C)O.O

The geometry in XYZ format:
```
20
C4H13NO2 | the OMol25 dataset | ωB97M-V/def2-TZVPD
O -2.54482 -2.07654 1.10172
O 0.84505 -1.43938 -0.19913
N 1.22952 0.99298 -2.06868
C 1.09935 0.25754 1.65880
C 1.33638 -0.05620 0.16184
C 0.67382 0.93022 -0.70240
C -0.82950 0.82505 -0.75232
H -1.57894 0.64234 0.14673
H 0.77374 1.97205 -0.20667
H 0.97906 0.06399 -2.47792
H 2.03643 0.66191 2.24546
H 0.70353 -0.64298 2.11798
H -1.17173 -0.21622 -1.08501
H -0.04404 -1.35188 -0.50664
H 2.43337 -0.09152 -0.04021
H -2.60847 -3.05358 1.28892
H -1.24881 1.59791 -1.39446
H 0.29992 1.05096 1.59625
H 0.49948 1.50436 -2.73148
H -2.88332 -1.57100 1.84722
```

What is the net charge in the fourth record? 0

Number 4 is which compound? C4H13NO2

Which formula does entry 1 have? C15H27ClNO8P

Look up the total energy of the fourth one. -365.37001 hartree